[1]
# C28H42O21

7 unconnected molecules or ions with the total composition C28H42O21 at a distorted geometry (ωB97M-V/def2-TZVPD, the Open Molecules 2025 dataset).

Output
SMILES: C[C@H]1COC(=O)O1.C[C@H]1COC(=O)O1.C[C@H]1COC(=O)O1.C[C@H]1COC(=O)O1.C[C@H]1COC(=O)O1.C[C@H]1COC(=O)O1.C[C@H]1COC(=O)O1
Gap between HOMO and LUMO, eV: 9.935
HOMO level, eV: -10.3174

```
91
Properties=species:S:1:pos:R:3:forces:R:3
C -4.503 -5.343 2.121 -0.47 0.28 -0.46
C -3.883 -5.126 0.760 2.29 0.06 -1.20
C -2.335 -4.919 0.710 -0.01 0.84 0.28
O -1.804 -5.767 -0.287 -0.65 -0.50 -0.39
C -2.798 -6.587 -0.727 0.63 -0.03 1.00
O -2.623 -7.478 -1.488 -0.47 0.15 -0.19
O -3.934 -6.295 -0.053 -1.12 -1.19 -0.68
H -3.808 -5.321 2.958 0.18 -0.11 -0.16
H -5.011 -6.305 2.075 -0.09 0.06 0.27
H -5.235 -4.549 2.265 -0.14 -0.19 0.28
H -4.330 -4.325 0.165 -0.36 -0.06 0.35
H -1.894 -5.219 1.664 0.18 0.48 -0.01
H -2.079 -3.929 0.328 0.08 0.22 0.92
C 0.343 6.376 -0.225 1.79 -0.41 1.09
C 0.679 5.193 0.717 -1.19 0.56 -0.94
C 1.429 4.042 0.064 -0.87 -1.22 0.36
O 2.635 3.855 0.813 -0.16 1.19 0.91
C 2.527 4.660 1.943 1.70 -0.36 -0.71
O 3.291 4.710 2.857 -0.18 -0.60 -0.42
O 1.527 5.503 1.801 -1.18 1.29 0.46
H 0.174 7.245 0.410 -0.27 0.10 -0.20
H -0.518 6.121 -0.834 0.08 0.03 -0.13
H 1.254 6.547 -0.802 -0.32 0.35 -0.43
H -0.323 4.966 1.089 0.35 -0.86 0.48
H 1.572 4.202 -1.003 0.44 -0.13 0.08
H 0.887 3.116 0.262 -0.36 0.15 -0.61
C -2.138 -0.906 4.182 -0.31 1.01 0.63
C -1.198 0.272 4.472 0.64 -1.14 -0.88
C 0.098 -0.240 5.096 0.41 -1.73 -0.60
O 1.102 0.478 4.427 1.01 1.87 0.58
C 0.616 1.093 3.341 0.01 -0.34 0.24
O 1.283 1.705 2.570 -0.43 0.09 -0.06
O -0.719 0.853 3.243 0.12 0.31 -0.22
H -2.898 -0.684 3.434 -0.06 0.27 0.15
H -2.616 -1.070 5.151 -0.27 -0.49 -0.20
H -1.621 -1.804 3.852 0.27 0.11 0.13
H -1.588 1.105 5.057 -0.48 -0.30 0.06
H 0.454 -1.235 4.774 -1.41 -0.40 0.38
H 0.104 -0.264 6.186 0.39 0.81 -0.08
C 4.100 -5.615 -0.909 -1.34 0.37 -0.70
C 3.155 -4.696 -0.123 1.93 -1.54 -0.13
C 3.159 -4.999 1.375 -2.17 -0.74 -0.36
O 3.311 -3.751 1.989 0.12 0.98 -0.04
C 3.540 -2.787 1.027 1.22 -0.82 1.30
O 3.735 -1.649 1.298 -0.48 0.18 -0.34
O 3.704 -3.383 -0.157 -0.85 0.74 -0.72
H 5.140 -5.455 -0.645 0.00 -0.14 0.01
H 3.893 -5.401 -1.961 0.63 0.18 -0.09
H 3.770 -6.653 -0.839 0.26 -0.07 0.51
H 2.172 -4.775 -0.588 -0.14 0.54 0.22
H 3.837 -5.784 1.710 0.47 0.48 -0.02
H 2.142 -5.343 1.600 0.21 -0.22 0.33
C 2.591 2.997 -4.286 0.90 2.25 0.90
C 2.898 1.660 -4.905 -1.94 -0.13 -0.02
C 2.258 1.569 -6.322 0.72 -0.17 1.21
O 3.409 1.749 -7.145 -0.74 0.21 -0.97
C 4.541 1.712 -6.435 0.74 -0.05 -0.64
O 5.628 1.892 -6.898 -0.41 -0.15 0.27
O 4.274 1.406 -5.166 0.05 0.29 1.09
H 3.402 3.716 -4.454 0.16 -0.21 -0.25
H 2.462 3.050 -3.203 0.23 -0.79 0.06
H 1.712 3.554 -4.614 -0.23 -0.68 -0.57
H 2.489 0.928 -4.211 0.37 -0.46 -0.31
H 1.555 2.385 -6.444 0.00 -0.06 -0.37
H 1.779 0.605 -6.485 0.13 0.00 -0.33
C -5.743 2.481 -0.266 1.27 0.16 0.48
C -4.439 3.261 -0.074 0.50 -0.76 -0.08
C -3.307 2.775 0.902 -1.60 0.11 -0.04
O -2.127 3.065 0.159 0.02 -0.35 2.03
C -2.426 3.380 -1.095 1.69 -0.52 -1.37
O -1.559 3.642 -1.883 -1.04 0.29 0.31
O -3.721 3.216 -1.317 -0.75 1.05 -0.59
H -6.027 2.289 0.769 -0.98 -0.12 -0.29
H -5.610 1.554 -0.823 0.37 -0.15 0.32
H -6.420 3.066 -0.883 -0.31 0.19 0.54
H -4.680 4.281 0.236 0.05 0.20 -0.52
H -3.448 1.734 1.200 0.58 -0.29 -0.54
H -3.340 3.329 1.838 0.30 0.29 -0.13
C -0.100 -1.293 0.359 0.88 -1.28 0.85
C 0.074 0.148 -0.027 -0.33 0.64 1.68
C 1.505 0.621 -0.195 0.31 -0.31 -0.24
O 1.525 1.028 -1.583 1.51 0.09 0.42
C 0.315 1.039 -2.090 -1.59 -0.72 -0.45
O -0.029 1.521 -3.124 0.40 -0.21 0.03
O -0.540 0.326 -1.280 0.10 0.76 -0.89
H 0.624 -1.923 -0.174 -0.80 0.04 -1.21
H -1.147 -1.588 0.327 0.10 -0.21 -0.58
H 0.259 -1.698 1.317 -0.23 1.37 0.71
H -0.397 0.858 0.665 -0.29 -0.43 0.10
H 2.175 -0.196 0.076 0.44 0.09 -0.78
H 1.812 1.479 0.389 -0.24 -0.09 0.14
```
Positions in Å, forces in eV/Å.

Mulliken population analysis, charges in e, atoms 1 to 4: number 1, C, carries -1.24; number 2, C, carries 0.45; number 3, C, carries -0.36; number 4, O, carries -0.31


[2]
# C2H13N3O3

4 unconnected molecules or ions with the total composition C2H13N3O3 at a distorted geometry (ωB97M-V/def2-TZVPD, the Open Molecules 2025 dataset).

Output
SMILES: [H]/N=C(\N)NC.O.O.O
Gap between HOMO and LUMO, eV: 9.355
HOMO level, eV: -8.8053

```
21
Properties=species:S:1:pos:R:3:forces:R:3
H -0.019 3.010 -0.263 -1.61 3.20 -0.87
N 0.223 2.095 -0.207 2.07 -3.69 -0.03
C 1.188 1.755 -1.012 0.30 1.37 -0.09
N 1.420 2.216 -2.348 -2.37 2.63 0.80
N 2.220 0.982 -0.548 1.37 -0.99 -4.42
C 2.235 0.129 0.565 2.25 -0.82 2.08
H 2.230 1.862 -2.820 0.16 0.47 -0.17
H 0.957 3.202 -2.669 1.76 -3.68 1.15
H 2.893 0.574 -1.312 -1.92 1.35 1.83
H 2.299 -0.924 0.264 -0.19 0.13 0.03
H 3.251 0.353 1.096 -1.89 -0.52 -0.34
H 1.400 0.230 1.242 -0.11 0.36 0.09
O -2.301 -0.017 0.724 2.94 0.93 -1.27
H -1.421 0.319 0.296 -1.51 -1.00 1.62
H -2.838 0.486 0.125 -1.29 0.27 -0.26
O -4.160 -5.669 -0.415 1.07 -0.58 -0.34
H -3.321 -6.088 -0.681 -0.23 -0.01 0.83
H -4.397 -5.367 -1.286 -0.85 0.59 -0.49
O -0.255 0.040 3.156 1.58 2.63 -0.39
H -1.147 -0.175 3.170 -2.77 -1.85 0.12
H -0.456 0.985 2.923 1.23 -0.78 0.11
```
Positions in Å, forces in eV/Å.

Mulliken population analysis, charges in e, atoms 1 to 4: number 1, H, carries 0.12; number 2, N, carries -0.65; number 3, C, carries 0.53; number 4, N, carries -0.43


[3]
# C35H30N7O2Ta

A molecular structure, C35H30N7O2Ta at a distorted geometry (ωB97M-V/def2-TZVPD, the Open Molecules 2025 dataset).

Output
Gap between HOMO and LUMO, eV: 3.089
HOMO level, eV: -18.0291
Net charge: +4

```
75
Properties=species:S:1:pos:R:3:forces:R:3
Ta -0.821 -0.839 -0.058 1.16 -0.03 -0.39
C -4.810 0.237 -1.070 -0.09 -0.03 0.20
C -3.593 -0.136 -1.834 0.15 -0.16 0.04
C -2.402 0.646 -1.757 0.35 -0.50 0.47
C -1.475 0.601 -2.843 0.29 -0.16 0.11
C -1.655 -0.301 -3.870 0.02 0.08 0.03
C -2.718 -1.211 -3.818 0.09 0.12 0.03
C -3.673 -1.125 -2.823 0.05 -0.02 0.11
H -4.614 0.919 -0.248 0.04 0.06 0.00
H -5.364 -0.626 -0.710 -0.06 -0.11 0.02
H -5.472 0.761 -1.769 -0.02 0.00 0.02
H -2.444 1.552 -1.155 0.13 -0.08 0.12
H -0.703 1.359 -2.908 0.07 0.01 0.02
H -1.028 -0.273 -4.750 0.14 -0.02 0.00
H -2.825 -1.939 -4.609 -0.11 -0.05 -0.12
H -4.559 -1.741 -2.879 -0.09 -0.11 0.01
O -0.840 -5.015 0.163 -0.05 0.65 -0.35
C -0.738 -3.901 -0.239 0.91 -1.51 -1.22
N -1.241 -2.753 0.430 0.51 2.83 -0.22
C -1.911 -3.100 1.634 -1.26 -0.11 1.78
O -1.718 -4.085 2.272 0.04 0.59 -0.25
C -2.917 -2.062 2.034 -0.48 -0.71 0.51
C -3.976 -2.428 2.853 0.40 0.19 -0.26
C -4.869 -1.441 3.253 0.10 0.06 -0.05
C -4.626 -0.129 2.867 0.26 -0.09 -0.17
C -3.538 0.150 2.049 -0.12 0.68 0.17
N -2.710 -0.806 1.614 1.87 -0.60 -1.42
C -0.054 -3.567 -1.525 0.12 -0.86 -0.18
C 0.433 -4.612 -2.301 -0.16 0.33 0.31
C 1.122 -4.317 -3.469 -0.01 0.16 0.15
C 1.300 -2.979 -3.797 -0.17 -0.03 0.15
C 0.760 -1.996 -2.977 0.40 0.40 -0.39
N 0.087 -2.276 -1.857 -1.15 0.75 1.52
H -4.080 -3.459 3.161 0.03 -0.05 0.00
H -5.720 -1.692 3.870 -0.06 0.02 0.07
H -5.267 0.674 3.197 -0.02 0.10 -0.03
H -3.308 1.168 1.764 -0.02 0.03 -0.07
H 0.274 -5.626 -1.962 -0.02 -0.05 0.01
H 1.525 -5.109 -4.085 0.01 -0.01 -0.08
H 1.847 -2.702 -4.685 0.03 0.14 -0.06
H 0.896 -0.954 -3.228 -0.01 0.01 -0.01
C 5.599 -2.097 1.028 0.58 -0.14 0.06
C 4.188 -1.749 0.838 -0.78 0.13 -0.02
C 3.168 -2.289 1.637 0.08 0.17 -0.14
C 1.850 -1.975 1.394 -0.07 -0.36 0.40
N 1.474 -1.148 0.403 -1.99 0.18 -0.30
C 2.441 -0.597 -0.358 0.10 0.32 -0.34
C 3.775 -0.863 -0.175 -0.19 -0.08 0.12
H 5.747 -2.761 1.874 0.05 -0.03 0.02
H 6.217 -1.207 1.162 -0.05 0.07 0.04
H 5.987 -2.581 0.127 -0.01 -0.06 -0.01
H 3.406 -2.959 2.448 -0.01 -0.08 0.09
H 1.065 -2.396 2.012 0.06 -0.06 0.00
H 2.119 0.080 -1.143 0.03 0.01 0.00
H 4.505 -0.393 -0.817 0.02 0.06 -0.09
N 4.749 8.678 1.036 0.54 0.77 -0.04
C 4.085 7.751 1.039 -0.16 -0.31 0.01
C 3.266 6.591 1.069 -0.26 -0.38 0.01
C 2.135 6.575 1.888 0.04 -0.30 -0.15
C 1.344 5.442 1.936 -0.11 -0.23 -0.08
C 1.671 4.331 1.161 0.72 1.09 -0.17
C 2.802 4.349 0.345 -0.21 -0.13 0.08
C 3.605 5.474 0.300 -0.28 0.00 0.11
N 0.887 3.149 1.262 -0.39 -0.80 -0.30
C 0.493 2.589 2.445 -0.32 -0.67 0.31
C -0.136 1.423 2.143 -0.03 0.17 0.71
N -0.160 1.266 0.772 -0.86 -1.85 -0.50
C 0.479 2.339 0.281 0.13 0.30 -0.65
H 1.876 7.435 2.486 0.03 0.09 0.00
H 0.466 5.437 2.563 -0.17 -0.01 0.10
H 3.082 3.473 -0.221 0.04 -0.13 -0.08
H 4.491 5.481 -0.317 0.03 0.08 0.00
H 0.701 3.039 3.395 0.11 0.12 0.18
H -0.555 0.693 2.814 -0.06 0.05 0.11
H 0.605 2.557 -0.764 0.12 0.12 -0.05
```
Positions in Å, forces in eV/Å.

Mulliken population analysis, charges in e, atoms 1 to 4: number 1, Ta, carries 1.75; number 2, C, carries -1.71; number 3, C, carries 1.25; number 4, C, carries -1.13


[4]
# C2H4NO2

2 unconnected molecules or ions with the total composition C2H4NO2 at a distorted geometry (ωB97M-V/def2-TZVPD, the Open Molecules 2025 dataset).

Output
Gap between HOMO and LUMO, eV: 10.912
HOMO level, eV: -15.5271
Net charge: +1

```
9
Properties=species:S:1:pos:R:3:forces:R:3
C -1.295 -0.544 -0.518 -3.43 -0.21 -2.31
C 2.382 -1.025 0.742 -1.52 6.72 -0.61
N 1.978 0.175 0.661 -1.48 0.29 -0.23
O -0.215 -0.646 -0.072 2.79 -0.21 1.32
O 2.618 -2.087 0.713 1.44 -5.47 0.27
H -1.849 0.417 -0.467 -0.07 -0.42 0.01
H -1.727 -1.417 -1.095 -0.02 0.81 0.65
H 0.948 0.327 0.358 0.51 -1.47 0.43
H 2.361 1.098 0.654 1.78 -0.03 0.48
```
Positions in Å, forces in eV/Å.

Mulliken population analysis, charges in e, atoms 1 to 4: number 1, C, carries -0.06; number 2, C, carries 0.62; number 3, N, carries -0.28; number 4, O, carries -0.44


[5]
# C25H28AsCrF3NO4PSSe

A molecular structure, C25H28AsCrF3NO4PSSe at a distorted geometry (ωB97M-V/def2-TZVPD, the Open Molecules 2025 dataset).

Output
Spin multiplicity: 4
Gap between HOMO and LUMO (spin up / spin down), eV: 6.777 / 6.725
HOMO level (spin up / spin down), eV: -4.3765 / -4.3913
Net charge: -1
⟨S²⟩: 3.793

```
66
Properties=species:S:1:pos:R:3:forces:R:3
Cr 0.100 -0.773 1.477 -1.09 0.03 0.59
S 1.154 -3.174 3.792 -0.02 0.37 0.11
C -0.059 -3.546 2.653 0.23 0.00 -0.22
C -0.726 -4.790 2.796 -0.26 -0.02 -0.22
C -1.655 -5.199 1.884 0.11 0.02 0.10
C -1.942 -4.374 0.791 -0.04 -0.02 -0.14
C -1.288 -3.181 0.692 -0.01 0.14 -0.18
N -0.365 -2.743 1.579 -0.02 -1.09 0.56
H -0.465 -5.384 3.658 -0.01 -0.03 0.00
H -2.162 -6.150 1.996 0.00 0.00 0.06
H -2.678 -4.650 0.049 0.01 0.03 -0.02
H -1.497 -2.500 -0.123 -0.01 0.01 0.03
F -1.007 2.299 -7.341 -0.07 -0.10 0.04
C -1.701 1.241 -6.853 -0.05 0.10 -0.21
F -2.998 1.627 -6.837 0.11 -0.04 -0.01
F -1.600 0.258 -7.771 -0.02 0.10 0.06
C -1.219 0.825 -5.505 0.09 -0.10 0.16
C -1.287 1.734 -4.454 -0.01 -0.01 -0.12
C -0.854 1.370 -3.196 0.01 -0.09 0.10
C -0.347 0.084 -2.955 -0.13 0.10 -0.36
C -0.281 -0.814 -4.025 0.07 -0.03 0.16
C -0.710 -0.448 -5.288 -0.05 0.11 -0.11
C 0.047 -0.293 -1.640 0.25 -0.21 0.23
C 0.309 -0.638 -0.500 -0.16 0.27 -0.65
H -1.685 2.727 -4.625 -0.01 0.00 0.02
H -0.920 2.067 -2.372 -0.02 0.01 0.01
H 0.103 -1.810 -3.851 0.01 0.01 0.01
H -0.650 -1.151 -6.108 -0.02 -0.02 0.02
C 3.540 -0.715 0.095 -0.29 0.18 0.03
As 2.455 -1.430 1.600 1.87 -0.52 -0.23
C 2.919 -3.273 1.117 -0.14 -0.01 -0.17
C 3.787 -1.047 2.994 -0.38 0.03 0.05
H 4.554 -1.112 0.139 -0.01 -0.03 0.08
H 3.580 0.375 0.095 0.03 -0.12 0.00
H 3.057 -1.038 -0.827 0.04 0.02 -0.01
H 3.978 -3.318 0.862 0.01 0.15 -0.03
H 2.331 -3.554 0.241 -0.01 0.02 0.01
H 2.707 -3.953 1.934 -0.07 0.05 0.02
H 4.570 -1.801 2.937 0.02 0.01 -0.05
H 3.316 -1.096 3.973 -0.03 -0.01 0.00
H 4.219 -0.058 2.836 -0.01 -0.02 -0.04
O -2.834 0.708 3.610 -0.03 0.65 -0.02
Se -2.084 -0.576 2.998 -1.79 0.13 1.27
O -0.478 -0.545 3.423 0.85 -0.12 -0.49
O -1.900 -0.396 1.346 0.88 0.02 -0.52
O -2.804 -1.948 3.374 -0.08 -0.57 -0.02
C 0.202 2.292 3.269 -0.04 -0.16 -0.09
P 0.397 1.620 1.579 0.50 1.06 0.24
C 2.069 2.270 1.179 -0.23 -0.16 -0.03
C -0.702 2.756 0.666 -0.08 -0.18 -0.09
C -2.052 2.790 1.019 -0.06 -0.03 -0.01
C -2.913 3.667 0.377 -0.02 0.03 -0.02
C -2.443 4.527 -0.607 -0.01 -0.02 0.03
C -1.103 4.496 -0.960 -0.02 0.05 -0.06
C -0.239 3.607 -0.333 0.10 -0.06 0.04
H 0.366 3.370 3.262 0.05 0.00 -0.01
H 0.912 1.787 3.925 -0.02 0.02 0.03
H -0.802 2.064 3.629 -0.01 -0.01 0.02
H 2.139 3.332 1.411 0.00 0.02 0.00
H 2.313 2.099 0.131 0.00 -0.01 0.04
H 2.776 1.714 1.797 0.05 0.08 -0.02
H -2.441 2.136 1.792 0.03 -0.04 0.00
H -3.961 3.676 0.648 0.01 0.00 0.03
H -3.120 5.221 -1.089 0.01 -0.02 -0.03
H -0.727 5.161 -1.728 0.01 -0.02 0.00
H 0.801 3.580 -0.633 -0.04 0.03 0.00
```
Positions in Å, forces in eV/Å.

Mulliken population analysis, charges in e, atoms 1 to 4: number 1, Cr, carries 0.21; number 2, S, carries -0.45; number 3, C, carries 0.35; number 4, C, carries -0.84


[6]
# C4H8N2

A molecular structure, C4H8N2 at a distorted geometry (ωB97M-V/def2-TZVPD, the Open Molecules 2025 dataset).

Output
Gap between HOMO and LUMO, eV: 9.748
HOMO level, eV: -9.6973

```
14
Properties=species:S:1:pos:R:3:forces:R:3
C 1.931 0.058 0.467 0.07 0.03 0.01
C 0.587 0.768 0.388 0.10 0.21 -0.09
N -0.431 -0.081 -0.182 -0.18 0.13 -0.40
C -1.255 0.252 -1.079 0.34 0.01 0.17
C -2.844 -1.267 1.239 1.12 -0.79 0.00
N -1.743 -1.674 1.085 -1.56 0.25 0.42
H 2.313 -0.187 -0.528 -0.08 0.03 0.12
H 1.862 -0.867 1.050 -0.05 0.18 -0.11
H 2.652 0.717 0.957 -0.04 -0.11 -0.05
H 0.231 1.017 1.397 0.11 -0.01 -0.20
H 0.634 1.685 -0.204 0.18 0.09 0.13
H -0.854 -1.046 0.463 -0.16 -0.21 0.17
H -2.064 -0.451 -1.289 0.15 0.22 -0.07
H -1.193 1.217 -1.577 -0.02 -0.04 -0.09
```
Positions in Å, forces in eV/Å.

Mulliken population analysis, charges in e, atoms 1 to 4: number 1, C, carries -1.10; number 2, C, carries -0.37; number 3, N, carries -0.11; number 4, C, carries -0.32


For reference, relative energy (zero: lowest compared OMol25 entry of this formula, charge and spin) by record: 68.9 47.6 51.8 27.7 19.6 55.0 kcal per mole.
For reference, DFT total energy by record: -72714.11892 -12896.14107 -52818.60966 -7714.75586 -218943.26694 -7255.49248 eV.